Density functional theory data (ωB97M-V/def2-TZVPD) for 2 unconnected molecules or ions with the total composition C4H7NO2S.

**Spin multiplicity**: 1
**Total energy**: -20675.852 eV

Last column: Mulliken charge in e.
Positions of all 15 atoms, in Å:
C -1.962 1.037 -0.448  -1.18
C -1.164 0.053 0.256  0.82
C 0.317 0.072 -0.029  -0.03
C 2.539 -0.316 0.256  -0.37
H -1.773 2.159 -0.008  0.23
H -1.473 0.873 -1.444  0.33
H -2.988 0.740 -0.282  0.34
H -1.561 0.246 1.392  0.15
H -0.803 -2.072 0.074  0.45
H 3.696 0.064 0.065  0.30
H 2.557 -0.616 1.395  0.27
N 0.728 -1.165 -0.326  -0.34
O -1.793 -1.189 -0.079  -0.65
O 2.076 -1.168 -0.629  -0.23
S 1.603 1.284 -0.191  -0.10

---

Density functional theory data (ωB97M-V/def2-TZVPD) for 3 unconnected molecules or ions with the total composition C4H13O4.

**Charge**: -1
**Spin multiplicity**: 1
**Total energy**: -12549.432 eV

Last column: Mulliken charge in e.
Positions of all 21 atoms, in Å:
C 1.102 1.632 0.136  -0.37
O 0.406 1.326 -1.036  -0.94
C 0.329 1.348 1.456  -0.89
C -0.517 0.094 1.386  0.44
C 0.337 -1.157 1.537  -1.35
O -1.218 0.096 0.172  -0.65
H 1.465 2.660 0.115  0.31
H 1.968 0.930 0.209  0.20
H 1.093 1.375 2.244  0.36
H -0.309 2.199 1.691  0.29
H -1.240 0.009 2.208  0.20
H 0.832 -1.162 2.530  0.37
H 1.136 -1.309 0.832  0.28
H -0.259 -2.059 1.683  0.34
H -0.614 0.576 -0.511  0.48
H 2.509 0.495 -2.544  0.28
H 1.270 0.150 -1.803  0.42
O 1.944 -0.293 -2.415  -0.77
H -2.631 -2.250 0.110  0.31
H -2.566 -1.850 -1.276  0.33
O -2.544 -2.669 -0.761  -0.65

---

Density functional theory data (ωB97M-V/def2-TZVPD) for 7 unconnected molecules or ions with the total composition C45H70IN8O8.

**Charge**: +1
**Spin multiplicity**: 1
**Total energy**: -84191.769 eV

Last column: Mulliken charge in e.
Positions of all 132 atoms, in Å:
C 3.133 -5.947 -0.112  -1.02
C 3.795 -4.861 0.733  0.56
O 4.208 -5.045 1.833  -0.53
O 3.889 -3.615 0.123  -0.08
C 5.100 -3.544 -0.638  -0.52
C 6.220 -2.763 0.088  -1.04
C 5.703 -1.692 1.067  -0.40
C 5.675 -0.291 0.428  -1.32
N 4.432 -0.072 -0.350  0.50
C 4.505 -0.105 -1.689  -0.27
C 3.412 0.085 -2.505  0.09
C 3.652 0.043 -3.998  -1.52
C 3.619 -1.415 -4.483  0.04
O 4.081 -2.295 -3.807  -0.43
C 2.162 0.326 -1.902  0.79
C 0.943 0.535 -2.763  -0.32
O 0.982 1.143 -3.790  -0.56
O -0.255 0.019 -2.375  -0.09
O -0.041 -1.220 -1.672  0.06
C -1.035 -2.152 -2.113  -0.26
C -1.568 -2.921 -0.865  0.49
C -2.916 -2.369 -0.404  -1.52
O -0.632 -2.770 0.207  -0.49
C 2.099 0.359 -0.503  1.14
C 0.824 0.611 0.266  -1.62
C 0.860 2.070 0.828  0.24
C 0.132 3.025 -0.163  -0.81
I -0.160 1.974 2.734  0.01
C 3.254 0.145 0.253  0.25
N 3.175 0.126 1.662  -0.38
C 3.605 1.126 2.242  0.56
O 4.156 1.989 2.769  -0.45
H 3.789 -6.815 -0.129  0.34
H 2.162 -6.146 0.340  0.33
H 2.994 -5.578 -1.129  0.27
H 5.475 -4.565 -0.790  0.51
H 4.922 -3.149 -1.641  0.31
H 6.854 -2.321 -0.690  0.38
H 6.869 -3.451 0.633  0.39
H 6.420 -1.637 1.889  0.45
H 4.720 -1.926 1.475  0.45
H 5.816 0.500 1.166  0.29
H 6.504 -0.183 -0.271  0.77
H 5.470 -0.305 -2.134  0.37
H 4.684 0.374 -4.167  0.47
H 3.009 0.704 -4.570  0.42
H 3.172 -1.667 -5.461  0.41
H -0.548 -2.842 -2.811  0.28
H -1.843 -1.630 -2.628  -0.25
H -1.622 -3.989 -1.082  0.40
H -3.120 -2.708 0.615  0.43
H -2.934 -1.272 -0.403  0.22
H -3.734 -2.712 -1.043  0.43
H -0.994 -2.109 0.806  0.14
H 0.791 -0.117 1.077  0.66
H -0.066 0.542 -0.346  0.87
H 1.878 2.446 0.939  -0.18
H 0.857 3.751 -0.545  0.17
H -0.647 3.562 0.376  0.46
H -0.299 2.502 -1.017  -0.06
C -0.298 -3.578 5.669  -1.35
C 0.585 -2.391 5.308  0.06
C -0.190 -1.070 5.233  0.29
C -1.237 -1.134 4.206  -0.04
N -2.057 -1.205 3.405  -0.46
H -1.065 -3.751 4.912  0.37
H 0.299 -4.487 5.741  0.38
H -0.792 -3.421 6.629  0.32
H 1.073 -2.585 4.348  0.20
H 1.372 -2.294 6.055  -0.11
H 0.484 -0.247 4.988  -0.06
H -0.657 -0.848 6.194  0.36
C 1.493 6.725 1.468  -1.28
C 2.216 5.733 2.372  0.02
C 3.656 5.441 1.934  -0.41
C 3.673 4.838 0.594  0.31
N 3.685 4.334 -0.439  -0.51
H 1.401 6.345 0.448  0.32
H 0.486 6.911 1.838  0.36
H 2.021 7.680 1.430  0.36
H 1.663 4.797 2.385  -0.10
H 2.232 6.125 3.389  0.36
H 4.125 4.739 2.625  0.18
H 4.252 6.354 1.926  0.44
C -4.378 2.672 -4.751  -1.39
C -3.025 2.189 -4.239  -0.11
C -2.659 0.790 -4.752  0.38
C -3.653 -0.195 -4.310  0.26
N -4.449 -0.949 -3.965  -0.57
H -5.191 2.029 -4.407  0.18
H -4.585 3.678 -4.387  0.44
H -4.405 2.696 -5.841  0.37
H -3.033 2.187 -3.145  -0.02
H -2.249 2.890 -4.552  0.51
H -1.680 0.493 -4.372  -0.47
H -2.615 0.779 -5.842  0.45
C 2.678 1.128 7.740  -0.96
C 3.966 0.527 8.292  -0.46
C 4.236 -0.887 7.766  -0.25
C 3.150 -1.799 8.149  0.24
N 2.294 -2.503 8.448  -0.47
H 1.805 0.546 8.043  0.33
H 2.539 2.142 8.114  0.36
H 2.700 1.170 6.648  0.14
H 3.916 0.509 9.381  0.30
H 4.807 1.169 8.021  0.31
H 5.171 -1.273 8.172  0.30
H 4.318 -0.880 6.677  0.20
C -7.144 -1.183 -5.499  -0.77
C -8.366 -0.997 -6.390  -0.51
C -8.024 -0.296 -7.710  -0.47
C -7.463 1.038 -7.454  0.30
N -7.017 2.077 -7.255  -0.44
H -6.718 -0.222 -5.214  0.02
H -7.409 -1.706 -4.581  0.34
H -6.369 -1.763 -6.004  0.33
H -9.119 -0.418 -5.851  0.30
H -8.809 -1.969 -6.611  0.33
H -8.917 -0.187 -8.326  0.31
H -7.294 -0.878 -8.273  0.28
C -7.060 1.709 0.558  -1.28
C -6.700 1.254 -0.852  -0.54
C -5.384 0.469 -0.910  0.39
C -4.265 1.297 -0.444  0.24
N -3.385 1.938 -0.080  -0.49
H -6.312 2.394 0.960  0.34
H -8.015 2.235 0.556  0.38
H -7.145 0.858 1.236  0.31
H -6.634 2.126 -1.505  0.27
H -7.500 0.622 -1.241  0.39
H -5.174 0.154 -1.931  -0.32
H -5.443 -0.424 -0.286  0.38

---

Density functional theory data (ωB97M-V/def2-TZVPD) for 8 unconnected molecules or ions with the total composition C18H55N3O11.

**Spin multiplicity**: 1
**Total energy**: -46543.955 eV

Last column: Mulliken charge in e.
Positions of all 87 atoms, in Å:
O 2.008 -1.814 -5.142  -0.60
H 2.703 -2.454 -4.987  0.29
H 1.198 -2.292 -4.964  0.31
O 1.451 0.548 -2.076  -0.54
H 2.155 1.063 -1.682  0.27
H 1.799 0.277 -2.926  0.28
O 2.057 2.105 -6.422  -0.61
H 1.562 2.400 -7.186  0.31
H 1.839 1.177 -6.339  0.31
O 4.351 3.851 -3.900  -0.65
H 3.615 3.371 -4.280  0.30
H 4.146 3.905 -2.967  0.32
O 3.574 3.477 -0.376  -0.60
H 2.782 3.714 0.107  0.32
H 4.293 3.749 0.194  0.29
C -0.550 4.424 1.092  -0.85
O -0.469 3.031 1.048  -0.16
C -1.386 2.477 1.993  -0.87
C -1.230 1.005 2.134  -0.45
N -1.400 0.283 0.843  0.02
C -1.380 -1.186 1.024  -0.57
C -2.613 -1.567 1.827  -0.33
O -3.732 -1.960 0.947  -0.43
C -4.295 -1.095 0.138  -0.45
H -0.393 4.856 2.080  0.39
H -1.536 4.733 0.745  0.23
H 0.269 4.896 0.548  0.24
H -2.447 2.648 1.808  0.34
H -1.311 2.891 2.999  0.42
H -1.851 0.721 2.983  0.47
H -0.215 0.848 2.499  0.07
H -0.615 0.518 0.252  0.12
H -0.438 -1.448 1.504  0.29
H -1.428 -1.646 0.037  0.34
H -2.951 -0.810 2.535  0.29
H -2.465 -2.392 2.523  0.29
H -3.610 -0.454 -0.417  0.03
H -4.969 -0.435 0.684  0.27
H -5.014 -1.546 -0.546  0.29
C -0.001 -2.730 7.225  -0.74
O 0.872 -1.957 6.328  -0.29
C 2.193 -2.425 6.161  -0.51
C 2.999 -1.536 5.237  -0.21
N 4.318 -2.173 4.889  -0.41
C 4.987 -1.209 4.057  -0.50
C 5.637 -1.856 2.878  -0.73
O 4.542 -2.536 2.120  -0.43
C 3.583 -1.709 1.450  -0.35
H 0.501 -2.950 8.167  0.29
H -0.393 -3.677 6.853  0.30
H -0.944 -2.197 7.340  0.25
H 2.252 -3.461 5.826  0.30
H 2.598 -2.324 7.168  0.30
H 3.264 -0.622 5.769  0.27
H 2.374 -1.124 4.445  0.07
H 4.302 -2.967 4.266  0.39
H 5.611 -0.651 4.756  0.41
H 4.284 -0.416 3.799  0.30
H 6.421 -2.566 3.142  0.32
H 6.119 -1.081 2.282  0.38
H 2.919 -1.194 2.145  0.00
H 3.137 -2.331 0.674  0.24
H 4.168 -0.867 1.080  0.31
C -1.661 -4.059 -3.996  -0.82
O -1.482 -2.687 -4.325  -0.21
C -2.738 -2.113 -4.819  -0.55
C -2.476 -0.579 -4.982  -0.67
N -2.763 0.204 -3.812  -0.15
C -2.840 1.684 -4.002  -0.93
C -3.094 2.438 -2.615  0.29
O -4.419 2.922 -2.663  -0.38
C -4.571 3.898 -1.618  -0.69
H -2.059 -4.057 -2.981  0.27
H -0.723 -4.612 -4.025  0.24
H -2.263 -4.565 -4.750  0.35
H -3.450 -2.383 -4.039  0.37
H -2.943 -2.610 -5.767  0.35
H -3.209 -0.171 -5.678  0.44
H -1.535 -0.305 -5.461  0.32
H -2.074 0.039 -3.092  0.09
H -3.692 1.962 -4.623  0.40
H -1.972 2.090 -4.521  0.38
H -2.381 3.262 -2.633  0.31
H -2.913 1.710 -1.824  -0.19
H -3.965 3.894 -0.712  0.19
H -5.622 3.879 -1.327  0.29
H -4.404 4.848 -2.124  0.31

---

Density functional theory data (ωB97M-V/def2-TZVPD) for a molecular structure, C2H3LiO4Sr.

**Spin multiplicity**: 1
**Total energy**: -11347.322 eV

Last column: Mulliken charge in e.
Positions of all 11 atoms, in Å:
O 1.567 0.412 0.009  -0.64
C 2.460 -0.172 0.614  0.20
C 2.140 -1.317 1.523  -0.30
O 0.809 -1.602 1.579  -1.08
O -2.671 1.049 -2.411  -0.71
O -2.774 2.147 -1.364  -0.72
Sr -0.643 -0.452 0.426  1.67
Li -0.578 1.784 -1.906  0.63
H 3.516 0.108 0.451  0.37
H 2.595 -1.040 2.504  0.29
H 2.778 -2.159 1.162  0.29

---

Density functional theory data (ωB97M-V/def2-TZVPD) for a molecular structure, C27H24CoF6N2O4P2S2.

**Spin multiplicity**: 2
**Total energy**: -133738.091 eV

Last column: Mulliken charge in e.
Positions of all 68 atoms, in Å:
Co 1.306 -0.057 -1.253  0.69
N -0.231 0.628 1.240  -0.15
P 0.135 1.619 -0.086  1.23
C 0.352 3.241 0.707  0.33
C 0.699 3.346 2.053  -0.14
C 0.896 4.593 2.624  -0.68
C 0.771 5.740 1.855  -0.46
C 0.447 5.640 0.508  -0.64
C 0.242 4.397 -0.064  -0.69
C -1.444 1.859 -0.982  0.44
C -2.582 2.346 -0.345  -0.27
C -3.774 2.450 -1.041  -0.79
C -3.834 2.091 -2.382  -0.50
C -2.704 1.609 -3.023  -0.67
C -1.513 1.487 -2.321  -0.28
P -0.142 -1.051 0.825  0.66
C -1.912 -1.405 0.490  0.39
C -2.286 -1.715 -0.814  -0.32
C -3.630 -1.835 -1.144  -0.58
C -4.600 -1.650 -0.172  -0.52
C -4.231 -1.354 1.135  -0.80
C -2.892 -1.233 1.466  -0.49
C 0.055 -1.781 2.490  0.26
C -0.435 -3.060 2.749  -0.50
C -0.266 -3.632 3.999  -0.63
C 0.405 -2.939 4.997  -0.47
C 0.919 -1.677 4.737  -0.61
C 0.754 -1.103 3.485  -0.56
H -0.999 0.911 1.841  0.46
H 0.818 2.450 2.647  0.29
H 1.155 4.669 3.673  0.42
H 0.929 6.712 2.303  0.38
H 0.357 6.535 -0.093  0.40
H -0.021 4.314 -1.113  0.38
H -2.539 2.639 0.699  0.37
H -4.663 2.813 -0.540  0.43
H -4.764 2.191 -2.927  0.40
H -2.745 1.327 -4.067  0.45
H -0.625 1.095 -2.807  0.14
H -1.517 -1.853 -1.566  0.39
H -3.918 -2.072 -2.160  0.44
H -5.648 -1.739 -0.430  0.40
H -4.991 -1.218 1.894  0.41
H -2.607 -1.012 2.489  0.42
H -0.963 -3.601 1.972  0.44
H -0.655 -4.622 4.197  0.40
H 0.534 -3.386 5.974  0.39
H 1.457 -1.143 5.509  0.41
H 1.174 -0.128 3.275  0.28
F 1.726 -3.661 -4.745  -0.22
C 2.610 -3.121 -3.911  0.60
F 3.747 -3.806 -3.977  -0.22
F 2.835 -1.859 -4.279  -0.18
S 1.933 -3.165 -2.173  1.00
O 1.084 -1.986 -2.076  -0.53
O 1.259 -4.414 -2.067  -0.69
N 3.251 -3.109 -1.334  -0.57
S 3.759 -2.010 -0.346  1.11
O 4.238 -2.545 0.881  -0.64
O 2.917 -0.829 -0.237  -0.66
C 5.256 -1.381 -1.248  0.54
F 6.220 -2.294 -1.253  -0.20
F 5.698 -0.279 -0.647  -0.22
F 4.926 -1.085 -2.509  -0.19
C 1.962 0.928 -2.912  -1.27
H 3.030 0.709 -2.960  0.22
H 1.808 2.007 -2.939  0.36
H 1.469 0.467 -3.772  0.41